Run one
C4H6NP | wB97M-V/def2-TZVPD

As for the HOMO energy (alpha / beta): -7.7 / -7.6 eV. The total charge is 0. The HOMO-LUMO gap (alpha / beta) is 0.28834 / 0.27145 Ha. As for the LUMO energy (alpha / beta): 0.10 / -0.17 eV.

Last column: natural (NBO) charge in e.
Cartesian coordinates (Å):
C  0.2512  -0.4453  1.6247  0.20
H  3.3092  0.2008  0.4933  0.23
N  -0.7943  -0.6525  1.0274  -0.42
H  -1.1141  -1.4014  -0.7766  0.21
H  -2.3017  -0.2428  -0.0555  0.21
C  2.1905  0.3257  0.1679  -0.75
P  1.4602  0.5291  -1.3049  0.59
C  -1.2234  -0.4551  -0.2963  -0.25
H  0.2776  -0.7156  2.7141  0.20
H  -0.5993  1.5640  -0.5249  0.23
H  -0.9685  0.6496  -1.9990  0.23
C  -0.4874  0.6435  -1.0702  -0.68

Run two
C4H6NP | wB97M-V/def2-TZVPD

As for the HOMO energy (alpha / beta): -7.7 / -7.7 eV. The total charge is 0. The HOMO-LUMO gap (alpha / beta) is 0.28819 / 0.28838 Ha. As for the LUMO energy (alpha / beta): 0.14 / 0.14 eV.

Last column: natural (NBO) charge in e.
Cartesian coordinates (Å):
H  0.9452  0.5720  1.9229  0.22
P  0.2783  0.3835  -1.9723  0.64
H  0.0864  1.7424  1.2068  0.23
C  0.3627  0.6846  0.9845  -0.27
H  1.8976  1.1451  -0.4156  0.23
H  -1.5619  -1.0363  -2.4017  0.16
H  1.8048  -0.4728  -0.3190  0.23
C  -1.3680  -0.9012  0.6561  0.25
C  1.1765  0.3457  -0.3243  -0.72
N  -0.6751  -0.2007  1.3777  -0.41
C  -0.9501  -0.6254  -1.7271  -0.73
H  -1.9965  -1.6368  1.0121  0.18

Energy relative to the most stable one, in kJ/mol: run one 17.7; run two 0.0

Run one
C3H6O3 | wB97M-V/def2-TZVPD

As for the HOMO energy: -11.0 eV. The total charge is 0. The structure (SMILES) is CCOC(=O)O. The HOMO-LUMO gap is 0.43203 Ha. As for the LUMO energy: 0.77 eV.

Last column: natural (NBO) charge in e.
Cartesian coordinates (Å):
H  0.5129  0.0605  2.2067  0.22
C  -0.1616  -0.8962  -1.2090  0.98
H  -1.3222  -0.0761  0.8092  0.20
H  -1.1224  1.6503  0.4005  0.19
H  0.7629  1.7509  1.7589  0.21
H  1.4973  0.4673  0.8066  0.22
O  0.2071  -1.0054  -2.4898  -0.68
O  -0.3734  -1.8300  -0.4895  -0.65
C  -0.6180  0.6852  0.4614  -0.08
C  0.6122  0.7477  1.3722  -0.64
O  -0.2605  0.3857  -0.8915  -0.50
H  0.2658  -1.9399  -2.7358  0.50

Run two
C3H6O3 | wB97M-V/def2-TZVPD

As for the HOMO energy (alpha / beta): -7.6 / -7.6 eV. The total charge is 0. The HOMO-LUMO gap (alpha / beta) is 0.27483 / 0.27496 Ha. As for the LUMO energy (alpha / beta): -0.10 / -0.09 eV.

Last column: natural (NBO) charge in e.
Cartesian coordinates (Å):
H  2.4949  0.4154  1.4684  0.49
C  -1.4330  0.2216  -0.6582  -0.01
H  0.7449  -1.4775  0.2959  0.18
C  0.7812  0.6339  -0.1668  0.25
O  -1.9042  -1.0486  -0.5974  -0.66
O  0.9918  1.8355  -0.0185  -0.64
O  2.2180  -0.5060  1.3354  -0.67
H  -1.5705  0.8575  0.2098  0.20
C  1.1260  -0.4944  0.5293  -0.02
H  -1.6700  0.6904  -1.6079  0.20
H  -1.8171  -1.3830  0.3058  0.49
H  0.0381  0.2551  -1.0959  0.17

Energy relative to the most stable one, in kJ/mol: run one 0.0; run two 447.6